[1]
11
Properties=species:S:1:pos:R:3:nbo_charge:R:1 method="wB97M-V/def2-TZVPD" orbital_gap_ev=8.97 smiles="O=c1cc[nH]n1S" lumo_energy_ev=0.18 multiplicity=1 charge=0
N -0.78 0.27 0.03 -0.4237
H 1.69 -1.73 -0.18 0.2098
C 1.53 0.50 -0.03 -0.3746
C 1.12 -0.85 -0.08 0.0138
H -2.88 -0.34 1.22 0.1484
O 0.11 2.39 0.00 -0.5865
C 0.24 1.22 -0.01 0.5990
H 2.68 0.63 -0.28 0.2658
H -0.92 -1.41 -0.62 0.3970
S -2.51 0.37 -0.15 0.1809
N -0.27 -1.03 0.10 -0.4299


[2]
11
Properties=species:S:1:pos:R:3:nbo_charge:R:1 method="wB97M-V/def2-TZVPD" orbital_gap_ev=8.16 lumo_energy_ev=-1.22 multiplicity=1 charge=0
H 1.46 -0.08 0.02 0.2450
C -0.83 -1.20 0.22 0.5459
C -2.31 -1.44 0.05 0.0027
N -0.46 0.11 0.43 -0.4665
C 0.76 0.74 0.03 -0.4404
H -2.49 -2.52 0.08 0.2286
H 0.84 0.97 -0.97 0.1988
O -0.05 -2.16 0.16 -0.6042
S -2.43 1.01 -0.11 0.6343
N -3.01 -0.42 -0.30 -0.5607
H 0.82 1.68 0.72 0.2165


[3]
12
Properties=species:S:1:pos:R:3:nbo_charge:R:1 method="wB97M-V/def2-TZVPD" orbital_gap_ev=8.11 smiles="Cn1nc(S)c(=S)o1" lumo_energy_ev=-0.70 multiplicity=1 charge=0
H 2.13 -0.10 -1.31 0.2216
S -1.22 0.39 2.85 0.0619
C 1.11 0.35 -1.61 -0.4758
H 0.57 -0.07 -2.43 0.2391
N 0.14 0.82 0.57 -0.2165
S -1.76 -2.67 0.83 -0.1346
N -0.01 0.54 -0.73 0.0483
H -0.64 1.63 2.98 0.1580
C -0.52 -0.11 1.25 -0.0029
H 1.79 1.30 -1.97 0.2376
O -0.67 -0.82 -0.80 -0.3295
C -0.92 -1.25 0.38 0.1929


[4]
10
Properties=species:S:1:pos:R:3:nbo_charge:R:1 method="wB97M-V/def2-TZVPD" orbital_gap_ev="6.48 / 6.94" lumo_energy_ev="-1.08 / -0.91" multiplicity=1 charge=0
C -1.54 1.66 -0.28 0.0548
C -0.81 -0.71 -0.05 -0.1132
C 0.58 -1.01 -0.19 0.0057
H -1.57 2.37 0.57 0.1946
H -1.41 -1.71 -0.17 0.2192
H 0.90 -1.99 -0.20 0.2168
S 3.16 0.06 0.21 -0.0646
N 1.46 -0.02 0.09 -0.5781
N -1.44 0.43 -0.14 -0.3250
H 0.67 0.92 0.16 0.3899


[5]
10
Properties=species:S:1:pos:R:3:nbo_charge:R:1 method="wB97M-V/def2-TZVPD" orbital_gap_ev=9.01 lumo_energy_ev=0.67 multiplicity=1 charge=0
N -1.12 -0.36 -0.85 -0.2675
H -0.20 -1.19 -2.49 0.2073
H 0.30 1.25 0.89 0.4257
C -1.06 -0.05 0.30 -0.0373
S 3.11 -0.31 2.56 -0.0302
H -1.54 0.12 -2.88 0.1984
C 1.98 0.45 1.80 0.2151
H -1.55 -0.46 1.20 0.2140
N 1.01 1.11 1.57 -0.6568
C -0.93 -0.56 -2.09 -0.2687


[6]
10
Properties=species:S:1:pos:R:3:nbo_charge:R:1 method="wB97M-V/def2-TZVPD" orbital_gap_ev=9.05 smiles=Sc1ncc[nH]1 lumo_energy_ev=0.69 multiplicity=1 charge=0
H -1.50 -1.06 -0.63 0.4206
S -1.76 -0.12 1.71 -0.0012
H -1.50 0.78 2.68 0.1601
C -0.29 0.00 0.77 0.2022
H 2.05 1.10 -0.94 0.2059
C 0.57 -0.31 -1.26 -0.1092
N 0.76 0.68 0.72 -0.4695
H 0.90 -1.08 -2.10 0.2382
C 1.33 0.47 -0.46 -0.0984
N -0.55 -0.46 -0.49 -0.5486


[7]
10
Properties=species:S:1:pos:R:3:nbo_charge:R:1 method="wB97M-V/def2-TZVPD" orbital_gap_ev=8.25 lumo_energy_ev=-0.73 multiplicity=1 charge=0
N -1.54 -1.25 -1.33 -0.2817
C -0.94 -0.32 -0.96 0.1780
H -0.75 2.46 0.93 0.2120
N 1.69 -1.56 0.38 -0.9524
C -0.53 0.70 -0.12 -0.1356
H 1.15 -2.21 0.85 0.3858
H -1.92 2.18 -0.43 0.2078
S 1.61 -0.03 0.89 0.3675
C -1.08 1.91 0.12 -0.3736
H 2.30 -1.88 -0.32 0.3922


[8]
10
Properties=species:S:1:pos:R:3:nbo_charge:R:1 method="wB97M-V/def2-TZVPD" orbital_gap_ev="8.53 / 5.93" lumo_energy_ev="-0.01 / -1.41" multiplicity=1 charge=0
H -0.54 -2.31 -0.58 0.1895
N 1.02 1.57 -0.22 -0.8215
H 0.99 -1.72 1.07 0.2345
N -1.89 -0.73 -0.24 -0.5101
C -0.79 -1.30 -0.20 0.0947
C 1.07 0.29 0.21 0.2774
H 0.14 2.19 -0.03 0.4116
S -2.33 0.79 0.08 0.1587
C 0.51 -0.83 0.47 -0.4362
H 1.81 2.06 -0.56 0.4014


[9]
10
Properties=species:S:1:pos:R:3:lowdin_spin:R:1 method="wB97M-V/def2-TZVPD" orbital_gap_ev="6.82 / 6.65" lumo_energy_ev="0.49 / -3.63" multiplicity=3 charge=0
C -3.48 0.91 -0.59 0.5994
H -0.95 3.05 1.29 0.0447
N -4.53 0.98 -1.06 0.1131
C -0.95 1.25 0.32 0.4162
S -1.29 -0.03 -0.61 0.2885
H 0.22 -1.93 -0.67 0.0088
C 0.42 -0.87 -0.58 0.2111
H 0.99 -0.53 -1.44 0.0074
H 0.93 -0.65 0.34 0.0084
N -0.73 2.09 1.14 0.3024


[10]
11
Properties=species:S:1:pos:R:3:lowdin_spin:R:1 method="wB97M-V/def2-TZVPD" orbital_gap_ev="7.19 / 6.77" lumo_energy_ev="0.73 / -1.81" multiplicity=3 charge=0
H -2.50 -1.15 1.48 0.0060
S 0.00 -1.05 -0.71 0.2800
H 1.47 0.25 1.00 0.0015
S -2.05 1.65 0.04 0.3864
N -0.82 -1.98 0.38 0.6786
C -1.64 0.17 0.21 0.3735
C 1.92 0.79 -0.80 0.0103
C 1.20 0.05 0.02 0.0598
H 1.75 0.71 -1.91 0.0005
H 2.48 1.57 -0.45 0.0013
N -1.82 -1.00 0.76 0.2020


[11]
10
Properties=species:S:1:pos:R:3:nbo_charge:R:1 method="wB97M-V/def2-TZVPD" orbital_gap_ev=8.35 lumo_energy_ev=-8.28 multiplicity=1 charge=+1
H -2.14 -0.33 -0.64 0.2182
C 2.02 -0.71 -0.26 -0.1623
N 0.74 -0.92 -0.54 -0.0998
H 2.79 -1.34 -0.74 0.3205
N 0.62 0.92 0.70 -0.2313
N -0.02 0.03 0.02 0.0284
C 1.82 0.42 0.41 0.6056
H -1.98 1.44 -0.18 0.2400
H -1.95 0.09 1.19 0.2599
C -1.90 0.40 0.04 -0.1792


[12]
10
Properties=species:S:1:pos:R:3:nbo_charge:R:1 method="wB97M-V/def2-TZVPD" orbital_gap_ev=9.06 lumo_energy_ev=-7.06 multiplicity=1 charge=+1
H -2.73 -0.76 -0.04 0.2587
H -1.88 1.72 0.03 0.4675
N -0.73 -1.40 -0.19 -0.2739
C 2.10 -0.19 -0.01 -0.1108
N 0.01 0.96 0.09 -0.0004
H 2.74 0.69 0.28 0.2740
H 2.58 -1.09 -0.19 0.2499
C -1.65 -0.67 -0.02 0.1304
N -1.18 0.86 0.07 -0.1889
C 0.73 -0.11 -0.03 0.1935


Respective energy above the lowest of the compared OMol25 structures with the same formula, charge and spin values: 80.36; 74.71; 103.75; 125.25; 92.65; 46.40; 87.69; 114.94; 78.66; 49.83; 122.18; 52.03 kcal/mol.